(1)
{"formula": "C10H16", "method": "the ωB97M-V functional and the def2-TZVPD basis", "charge": 0, "fmax_ev_per_a": 0.8, "homo_energy_ev": -9.1, "smiles": "Cc1ccccc1.CCC", "elements": ["C", "C", "C", "C", "C", "C", "C", "H", "H", "H", "H", "H", "H", "H", "H", "C", "C", "C", "H", "H", "H", "H", "H", "H", "H", "H"], "positions_angstrom": [[-2.4740, 0.6371, -0.2546], [-1.2725, 1.1651, 0.4871], [-0.2414, 1.7991, -0.2217], [0.9127, 2.1982, 0.4091], [1.1081, 1.8725, 1.7490], [0.0945, 1.2752, 2.4660], [-1.0979, 0.9328, 1.8392], [-3.0811, 0.0054, 0.3964], [-2.1363, -0.0208, -1.0642], [-3.1058, 1.4223, -0.6737], [-0.3901, 1.9189, -1.2878], [1.7011, 2.7616, -0.0788], [2.0577, 2.1266, 2.1974], [0.1803, 1.1275, 3.5303], [-1.9059, 0.5220, 2.4353], [1.2686, -1.3274, -2.2093], [1.1582, -1.3992, -0.6810], [0.2476, -2.5439, -0.2274], [0.3173, -1.0188, -2.6335], [1.5058, -2.3110, -2.6129], [2.0492, -0.6294, -2.5101], [2.1653, -1.5639, -0.2950], [0.8449, -0.4263, -0.3160], [0.4449, -3.4230, -0.8454], [0.4515, -2.8101, 0.8033], [-0.8027, -2.2906, -0.4015]], "lowdin_charge": [-0.05, -0.29, -0.08, -0.10, -0.10, -0.09, -0.06, 0.07, 0.07, 0.08, 0.12, 0.11, 0.10, 0.10, 0.11, -0.12, -0.31, -0.11, 0.06, 0.06, 0.07, 0.10, 0.06, 0.07, 0.06, 0.06]}

=====

(2)
{"formula": "C13H24N6O7PRb", "method": "the ωB97M-V functional and the def2-TZVPD basis", "charge": 0, "fmax_ev_per_a": 0.2, "homo_energy_ev": -8.3, "elements": ["Rb", "N", "C", "C", "N", "C", "C", "N", "H", "H", "H", "H", "H", "H", "H", "H", "H", "H", "H", "H", "H", "O", "N", "O", "C", "C", "C", "C", "O", "C", "C", "N", "O", "O", "N", "O", "O", "H", "H", "C", "P", "C", "C", "H", "H", "H", "H", "H", "H", "H", "H", "H"], "positions_angstrom": [[0.5608, -1.4271, 0.2994], [-1.2644, -3.5377, 1.9857], [-1.5052, -2.6191, 3.1084], [-0.2733, -2.5075, 3.9817], [0.8706, -2.1006, 3.1839], [2.0125, -1.5614, 3.9110], [2.8886, -0.7270, 2.9829], [3.3179, -1.5121, 1.8146], [-2.0861, -3.5779, 1.3940], [-1.1195, -4.4819, 2.3281], [-2.3557, -2.9174, 3.7315], [-1.7305, -1.6328, 2.6964], [-0.1036, -3.4547, 4.5186], [-0.4596, -1.7450, 4.7400], [1.1738, -2.8848, 2.6216], [2.6159, -2.3419, 4.3993], [1.6410, -0.9085, 4.7028], [3.7258, -0.3156, 3.5571], [2.2938, 0.1123, 2.6160], [3.9659, -2.2411, 2.0920], [3.8187, -0.9149, 1.1664], [-0.9514, 6.3681, -2.0751], [-1.8266, 5.8739, -1.3855], [-2.8648, 6.4360, -1.0883], [-1.6174, 4.5270, -0.8874], [-0.4434, 3.8640, -1.1927], [-0.2408, 2.5983, -0.6973], [-1.2184, 1.8611, 0.0857], [-1.1031, 0.6638, 0.3841], [-2.3832, 2.6656, 0.3880], [-2.5921, 3.9253, -0.1001], [-3.4321, 2.1019, 1.2336], [-3.1008, 1.3687, 2.1429], [-4.5848, 2.4187, 0.9893], [1.0276, 1.9755, -1.0322], [1.5485, 1.2256, -0.2144], [1.5333, 2.2434, -2.1084], [0.3080, 4.3434, -1.8026], [-3.5089, 4.4482, 0.1307], [0.2472, -2.7602, -4.5469], [0.5943, -1.4268, -3.3322], [-0.6383, -0.1748, -3.8605], [2.1178, -0.7054, -4.0537], [0.2517, -2.3816, -5.5711], [-0.7279, -3.2012, -4.3369], [0.9982, -3.5457, -4.4557], [-0.5973, -0.0001, -4.9378], [-0.4462, 0.7682, -3.3465], [-1.6403, -0.5106, -3.5911], [1.9911, -0.4702, -5.1126], [2.9418, -1.4117, -3.9429], [2.3711, 0.2077, -3.5137]], "lowdin_charge": [0.86, -0.03, -0.27, -0.24, -0.14, -0.23, -0.27, -0.04, 0.07, 0.07, 0.11, 0.11, 0.12, 0.12, 0.07, 0.12, 0.12, 0.11, 0.11, 0.07, 0.07, 0.06, -0.37, 0.07, -0.15, 0.08, -0.07, -0.32, -0.16, -0.06, 0.08, -0.35, 0.09, 0.07, -0.34, -0.04, 0.06, 0.13, 0.14, -0.32, 0.75, -0.29, -0.30, 0.04, 0.03, 0.03, 0.05, 0.02, 0.04, 0.04, 0.03, 0.02]}